# C34H64F6N2O19PS

A 4-piece molecular cluster, C34H64F6N2O19PS overall (ωB97M-V with the def2-TZVPD basis set, OMol25).

The geometry in XYZ format:
```
127
C34H64F6N2O19PS, DFT ωB97M-V with the def2-TZVPD basis set
S -0.69166 -2.42258 6.15113
P -1.91428 -3.60835 0.47372
F -2.89652 2.44113 -3.91120
F -2.37980 3.07601 -1.90009
F 1.57722 2.16339 0.23453
F -5.53509 2.20217 -3.10539
F -4.96268 2.84678 -1.11776
F -4.66246 4.15994 -2.81699
O 1.47226 -1.36089 0.56009
O 1.98665 6.60466 1.98595
O -1.75123 1.78032 -7.75495
O 3.04885 -8.80472 -0.66312
O -1.28752 -4.96583 1.04046
O 0.11329 -2.24032 7.50257
O 0.24952 7.96057 1.46194
O -2.08731 -2.36776 6.42894
O -0.13660 -3.54831 5.46017
O 0.51793 5.90867 0.56079
O 1.20403 -8.54304 0.42794
O -0.12893 2.80514 -8.95575
O -2.00642 -3.56612 -0.97768
O -1.82600 1.85891 2.69651
O -2.41931 -0.91321 1.60585
O -3.72446 1.00246 2.04770
O 2.71289 -6.86354 0.45188
O -1.32912 3.99404 -7.61160
O -3.30599 -3.46875 1.20907
N -1.02689 -0.92698 1.42147
N 1.85666 -3.56040 2.56876
C -0.99948 2.31713 1.59748
C 1.57196 -3.64726 1.15976
C 1.76448 0.93806 0.88081
C 0.18709 1.55684 -9.60182
C -2.42580 4.10766 -6.69968
C -3.82115 3.25904 2.81332
C 1.75832 7.58229 4.21693
C -1.67594 0.30564 -2.21778
C -3.17094 1.96240 2.48079
C -1.14846 -1.06911 3.92568
C 3.25034 0.63786 1.04482
C 0.40579 -7.75640 1.31316
C -0.69225 6.11693 -0.17401
C -0.59977 -0.01855 0.21449
C -3.23349 2.28505 -2.61660
C 0.96946 -0.11769 0.06256
C -1.12798 2.76059 -8.07944
C -4.63318 2.89403 -2.41970
C 2.36527 -7.96716 0.10127
C -3.13117 0.83444 -2.20471
C -0.26597 -0.99175 5.18970
C -0.36323 -0.55452 2.73003
C 4.35454 -8.35509 -1.07840
C 5.38283 -8.55053 0.01204
C 2.88319 -2.64725 3.04975
C -1.13943 1.41939 0.37257
C 0.86458 6.93324 1.35190
C -0.67223 -2.40200 1.20306
C 2.49281 7.60527 2.89608
C 1.38549 0.04122 -1.40345
C 4.08587 1.91662 1.17455
C -0.76701 1.25827 -10.73581
C -1.33713 -0.61207 -1.02338
C 0.70506 -2.55071 0.50188
H -3.36295 -3.89115 2.07712
H -2.36679 5.11174 -6.29033
H -0.76558 5.27463 -0.85751
H -3.99902 3.80351 1.87983
H 0.18769 0.76021 -8.85859
H 4.28958 -7.31327 -1.39003
H 0.54434 -1.37677 7.57587
H 5.39486 -9.58963 0.34112
H -2.74916 0.02441 1.70111
H -0.45653 -0.07805 5.75972
H -3.58544 0.74544 -1.21371
H -1.54560 6.12792 0.50493
H 2.47510 0.06797 -1.44916
H -0.65902 7.05110 -0.72892
H -0.78903 2.08846 -11.44204
H 2.22666 8.27959 4.91118
H 0.86493 -7.72423 2.30146
H 0.55334 -2.85703 -0.54260
H 0.63119 -1.00368 2.69457
H 3.54191 7.34642 3.02145
H -2.21069 1.35192 0.18192
H 4.28305 2.37586 0.20535
H 1.01988 0.96738 -1.84502
H -3.37087 3.97771 -7.22548
H -2.34775 3.36311 -5.91260
H -2.05369 -0.48532 4.08316
H -1.55562 -0.30085 -3.11858
H 3.30559 -2.08894 2.21452
H -1.32140 3.31827 1.28569
H 1.05235 -0.80355 -2.00749
H 1.14060 -4.62441 0.92427
H 2.43000 8.58239 2.41980
H -0.98157 1.13464 -2.34741
H 3.62215 0.00541 0.23693
H -0.56567 -8.23905 1.36470
H 3.68583 -3.19213 3.55685
H 2.49526 -1.91828 3.77454
H 3.57679 2.66179 1.79328
H -0.84797 -4.92032 1.89943
H 1.20278 1.69418 -9.96703
H -0.24664 0.52248 2.78183
H 6.37293 -8.29549 -0.36576
H 0.30359 -6.75317 0.91074
H -0.00373 2.43647 2.01480
H -3.75156 0.26551 -2.90017
H 1.08778 -3.69248 3.20986
H -1.42229 -2.11372 3.76615
H -2.28524 -1.02257 -0.68448
H -0.78825 -1.46905 -1.39991
H 1.79226 6.58363 4.65483
H 3.35526 0.06123 1.96719
H -0.44301 0.36178 -11.26457
H 4.58159 -8.96531 -1.94960
H 0.71699 7.87410 4.08792
H -1.77608 1.09194 -10.36129
H 1.35008 1.05774 1.88132
H -4.79984 3.05062 3.25009
H 0.80121 -1.05159 4.96270
H -0.70091 1.98558 -0.44686
H 2.52442 -3.63161 0.62008
H -0.53849 -2.77318 2.22412
H 5.03905 1.69248 1.65690
H -3.21480 3.85754 3.48870
H 5.16665 -7.91559 0.87035
```

**LUMO**: -2.38 eV
**Net charge**: +1
**HOMO**: -0.41802 Eh
**Strongest force on any atom**: 1.894 eV/Å
**Kohn-Sham gap**: 0.330 Ha